The following is a quantum chemistry calculation of a structure of composition C20H45AsF9O12V, from the OMol25 dataset.

Computed properties:
HOMO in Eh: -0.337
LUMO in eV: -6.25
HOMO-LUMO gap in eV: 2.931
Total charge: 0

Each line ends with the Löwdin charge.
Cartesian coordinates (Å):
As1 -1.298 0.643 0.766  0.882
V1 -2.813 -5.476 1.380  1.342
F1 -1.844 -1.021 0.268  -0.355
F2 -0.842 2.281 1.273  -0.285
F3 6.626 -8.879 7.991  0.223
F4 0.300 0.387 -0.030  -0.313
F5 -2.922 0.930 1.451  -0.300
F6 6.921 -8.806 5.791  0.167
F7 -0.586 -0.129 2.167  -0.287
F8 -1.896 1.299 -0.856  -0.333
F9 6.841 -7.017 7.165  0.162
O1 7.526 -2.136 -0.790  -0.209
O2 -2.856 -5.263 2.898  -0.157
O3 -5.505 9.192 -1.218  -0.193
O4 -4.547 -4.665 -2.657  -0.200
O5 2.901 6.848 -5.247  -0.226
O6 6.291 -5.008 -0.496  -0.169
O7 -1.512 -6.444 1.039  -0.218
O8 4.194 -9.265 6.558  0.105
O9 4.548 6.442 -2.823  -0.191
O10 -6.280 -3.772 -0.695  -0.209
O11 4.266 -6.970 6.776  0.012
O12 -7.654 7.143 -1.205  -0.167
C1 4.842 -8.202 6.717  -0.296
C2 -6.756 -3.782 -2.106  -0.143
C3 -6.257 6.817 -1.010  -0.197
C4 2.287 -5.508 6.845  -0.053
C5 5.593 -3.716 -0.617  -0.165
C6 -5.507 -3.619 -2.952  -0.172
C7 2.927 -6.805 6.244  -0.189
C8 -7.185 -3.355 0.261  -0.145
C9 -4.858 9.573 0.002  -0.098
C10 7.494 -4.843 0.262  -0.120
C11 6.351 -2.643 -1.402  -0.206
C12 6.386 -8.248 6.902  -0.585
C13 1.961 7.745 -5.802  -0.120
C14 -4.732 -5.910 -3.226  -0.135
C15 3.746 5.460 -3.476  -0.205
C16 -5.269 7.853 -1.633  -0.187
C17 7.358 -1.206 0.278  -0.099
C18 -8.422 6.560 -0.159  -0.121
C19 2.418 5.990 -4.139  -0.139
C20 4.001 6.800 -1.478  -0.054
H1 2.585 -5.532 7.893  0.073
H2 -5.566 -5.830 -3.925  0.091
H3 4.635 7.481 -0.910  0.079
H4 5.733 -1.762 -1.575  0.121
H5 3.025 7.271 -1.592  0.073
H6 3.926 5.875 -0.906  0.080
H7 -4.231 7.580 -1.442  0.119
H8 -5.424 9.226 0.866  0.084
H9 -8.082 -3.972 0.225  0.084
H10 1.745 8.470 -5.018  0.082
H11 1.200 -5.572 6.903  0.071
H12 6.522 -2.931 -2.439  0.126
H13 8.274 -1.123 0.863  0.090
H14 7.423 -4.022 0.975  0.072
H15 -3.788 9.370 0.039  0.084
H16 -6.842 -3.494 1.286  0.082
H17 -5.891 5.841 -1.330  0.120
H18 2.235 -7.623 6.443  0.113
H19 1.768 6.510 -3.435  0.108
H20 7.097 -0.205 -0.064  0.085
H21 6.559 -1.497 0.960  0.077
H22 1.842 5.203 -4.625  0.116
H23 3.447 4.655 -2.804  0.111
H24 8.398 -4.514 -0.250  0.085
H25 -7.534 -3.071 -2.382  0.131
H26 7.689 -5.731 0.863  0.084
H27 5.416 -3.251 0.353  0.104
H28 -9.501 6.492 -0.293  0.084
H29 -5.457 7.811 -2.706  0.120
H30 -5.053 -2.647 -2.758  0.134
H31 -4.858 -6.750 -2.543  0.080
H32 4.369 5.013 -4.250  0.121
H33 2.321 8.309 -6.663  0.083
H34 -5.777 -3.564 -4.006  0.126
H35 -4.917 10.660 -0.056  0.084
H36 2.656 -4.556 6.463  0.075
H37 -7.157 -4.769 -2.338  0.116
H38 -6.062 6.704 0.057  0.105
H39 1.110 7.122 -6.078  0.081
H40 -7.495 -2.333 0.043  0.095
H41 -8.245 7.143 0.745  0.083
H42 -8.068 5.554 0.068  0.081
H43 4.608 -3.911 -1.042  0.123
H44 -3.821 -6.113 -3.789  0.090
H45 2.952 -6.793 5.155  0.122

=====

The following is a quantum chemistry calculation of a structure of composition C20H45BeF5N2O2, from the OMol25 dataset.

Computed properties:
HOMO in Eh: -0.168
LUMO in eV: -2.30
HOMO-LUMO gap in eV: 2.286
Total charge: 0

Each line ends with the Löwdin charge.
Cartesian coordinates (Å):
F1 -1.142 3.348 -7.550  0.116
F2 -3.219 3.437 -6.973  0.111
F3 -0.025 5.462 -2.234  -0.336
F4 0.947 6.886 -0.978  -0.672
F5 -1.938 1.905 -6.152  0.054
O1 -2.152 0.272 7.590  -0.055
O2 0.051 -2.572 8.818  -0.049
N1 -1.774 -4.829 5.300  0.141
N2 0.942 -4.348 4.110  0.324
C1 -1.387 -2.887 2.332  -0.247
C2 -2.660 -2.063 2.049  -0.230
C3 1.301 -1.142 -2.737  -0.208
C4 -1.761 -3.762 5.733  -0.255
C5 -3.970 -2.721 2.529  -0.093
C6 2.338 1.956 -2.815  -0.195
C7 -0.697 -3.483 1.081  -0.209
C8 1.856 4.867 -3.920  -0.217
C9 0.583 -2.710 0.714  -0.215
C10 -1.973 3.215 -6.496  -0.612
C11 2.528 0.856 -1.755  -0.206
C12 0.969 -2.801 -0.772  -0.197
C13 -0.218 4.707 -5.299  -0.175
C14 -1.729 -2.389 6.211  -0.061
C15 0.513 4.247 -4.077  -0.038
C16 3.336 3.129 -2.731  -0.202
C17 2.632 4.485 -2.662  -0.212
C18 -1.648 4.138 -5.343  -0.101
C19 0.433 -1.599 -1.565  -0.216
C20 2.655 -0.566 -2.302  -0.216
Be1 -2.286 1.815 -3.010  0.264
H1 -3.768 -3.619 3.120  0.056
H2 1.697 0.893 -1.041  0.102
H3 -1.402 -3.488 0.248  0.117
H4 2.437 1.476 -3.798  0.109
H5 2.452 4.715 -4.835  0.124
H6 0.795 -4.129 3.117  0.100
H7 3.942 3.029 -1.823  0.096
H8 1.227 -3.497 4.594  0.152
H9 1.947 4.542 -1.813  0.104
H10 -1.793 3.611 -4.392  -0.028
H11 0.516 -3.709 -1.188  0.112
H12 0.740 -0.414 -3.330  0.103
H13 -0.709 -2.090 6.442  0.072
H14 -0.560 -1.853 -1.953  0.110
H15 -1.781 -0.093 8.401  0.035
H16 1.417 -3.097 1.325  0.092
H17 1.322 2.349 -2.751  0.083
H18 1.664 5.950 -3.850  0.137
H19 -1.675 -3.728 2.970  0.058
H20 0.430 -1.658 0.971  0.110
H21 0.051 -4.684 4.533  0.076
H22 1.470 -1.998 -3.404  0.111
H23 1.662 -5.063 4.211  0.157
H24 0.878 -3.027 8.630  0.041
H25 -0.259 5.803 -5.288  0.139
H26 -4.604 -3.027 1.697  0.072
H27 3.381 5.262 -2.483  0.113
H28 -0.143 4.411 -3.156  0.055
H29 3.360 -0.594 -3.138  0.112
H30 -2.572 -1.089 2.535  0.101
H31 2.049 -2.908 -0.888  0.098
H32 -2.233 1.217 7.748  0.049
H33 -2.389 4.937 -5.374  0.133
H34 3.424 1.075 -1.162  0.100
H35 -2.325 -2.284 7.114  0.086
H36 -0.412 -4.524 1.293  0.101
H37 3.080 -1.195 -1.510  0.092
H38 -0.648 -2.287 2.885  0.094
H39 -0.458 -3.227 9.310  0.051
H40 -2.132 -1.732 5.440  0.093
H41 4.048 3.105 -3.565  0.103
H42 -4.543 -2.047 3.167  0.069
H43 0.271 -0.751 -0.891  0.096
H44 -2.717 -1.858 0.978  0.106
H45 0.357 4.443 -6.193  0.120

=====

The following is a quantum chemistry calculation of a structure of composition C20H45Cr2F6LiN6O16S2, from the OMol25 dataset.

Computed properties:
HOMO (spin up / spin down) in Eh: -0.502 / -0.502
Spin multiplicity: 9
LUMO (spin up / spin down) in eV: -7.58 / -6.85
HOMO-LUMO gap (spin up / spin down) in eV: 6.090 / 6.819
Total charge: +2

Each line ends with the Löwdin charge.
Cartesian coordinates (Å):
Cr1 0.206 2.266 -0.231  0.911
Cr2 -2.843 -0.628 -2.497  1.170
S1 3.358 1.870 1.427  0.763
S2 3.143 3.008 -1.007  0.622
F1 5.022 1.122 -1.611  0.164
F2 2.657 4.343 2.351  0.151
F3 3.010 0.576 -1.942  0.185
F4 4.649 3.746 2.915  0.122
F5 2.897 2.918 4.063  0.121
F6 4.008 1.967 -3.321  0.148
O1 4.770 1.738 1.082  -0.268
O2 -1.132 -1.205 -1.036  -0.014
O3 -3.532 0.716 -1.001  -0.109
O4 -2.042 1.775 0.098  -0.031
O5 4.286 3.832 -0.584  -0.266
O6 0.887 7.336 0.038  -0.216
O7 -0.257 -4.740 0.710  -0.308
O8 2.231 3.614 -1.984  -0.322
O9 -6.141 -3.796 0.031  -0.203
O10 -0.190 -1.767 0.720  -0.035
O11 -1.804 -2.539 -3.253  -0.282
O12 -4.002 1.909 0.688  0.144
O13 0.355 0.101 0.033  -0.059
O14 -0.260 2.588 2.016  -0.265
O15 5.259 -2.801 0.571  -0.205
O16 2.743 0.731 2.105  -0.313
N1 -3.197 1.499 -0.096  -0.572
N2 -4.033 -2.385 -1.548  -0.068
N3 2.210 2.439 0.165  -0.393
N4 2.516 -3.544 0.438  -0.092
N5 -0.395 -0.905 -0.126  -0.493
N6 -0.055 4.625 0.138  -0.076
C1 -5.581 -2.626 0.468  -0.216
C2 -0.932 4.794 1.299  -0.165
C3 -0.460 5.492 -0.931  -0.196
C4 -0.073 1.749 3.133  -0.070
C5 1.375 8.710 -0.039  -0.064
C6 6.585 -2.669 1.060  -0.052
C7 -0.411 7.028 -0.565  -0.145
C8 -7.591 -3.785 0.147  -0.053
C9 -4.154 -2.587 -0.105  -0.172
C10 3.849 1.515 -2.058  -0.689
C11 1.678 -4.013 -0.604  -0.229
C12 -1.164 -5.805 0.964  -0.082
C13 3.025 -2.142 0.043  -0.121
C14 3.341 3.339 2.831  -0.527
C15 -3.729 -3.693 -2.239  -0.122
C16 -2.310 -3.762 -2.740  -0.177
C17 4.427 -1.746 0.638  -0.233
C18 -0.556 3.892 2.477  -0.182
C19 -0.511 -2.719 -3.831  -0.038
C20 0.847 -5.255 -0.130  -0.127
Li1 0.595 -3.299 1.638  0.740
H1 1.706 9.153 -0.978  0.091
H2 -4.985 -2.160 -1.797  0.113
H3 -2.121 -5.339 1.199  0.090
H4 3.448 -3.923 0.531  0.106
H5 -8.119 -3.149 -0.563  0.095
H6 1.035 -3.217 -0.980  0.090
H7 -0.992 1.626 3.707  0.108
H8 -6.196 -1.902 -0.066  0.127
H9 -0.461 -3.510 -4.580  0.112
H10 -3.484 -1.861 0.357  0.108
H11 0.355 4.398 2.796  0.121
H12 0.771 5.155 0.376  0.107
H13 2.067 8.804 0.798  0.092
H14 2.471 -4.271 -1.306  0.142
H15 6.532 -2.038 1.947  0.095
H16 4.394 -1.492 1.697  0.121
H17 4.885 -0.909 0.111  0.116
H18 -3.538 -3.404 0.270  0.120
H19 0.141 0.753 2.744  0.083
H20 -8.034 -3.686 1.138  0.097
H21 7.291 -2.287 0.322  0.096
H22 -0.887 5.764 1.796  0.138
H23 -1.357 3.993 3.209  0.150
H24 0.420 -5.878 -0.917  0.120
H25 -0.209 -1.830 -4.385  0.108
H26 2.924 -1.953 -1.026  0.107
H27 -5.648 -2.617 1.556  0.145
H28 -0.014 5.336 -1.914  0.118
H29 -7.698 -4.844 -0.089  0.097
H30 -2.189 -4.487 -3.545  0.149
H31 2.247 -1.454 0.372  0.071
H32 -4.468 -3.676 -3.040  0.138
H33 -1.393 -6.337 0.040  0.089
H34 0.245 -2.887 -3.064  0.088
H35 -3.906 -4.548 -1.586  0.138
H36 -1.468 5.223 -1.248  0.120
H37 0.578 9.384 0.276  0.080
H38 -0.502 7.473 -1.556  0.126
H39 0.760 2.081 3.752  0.091
H40 7.027 -3.614 1.374  0.094
H41 -1.925 4.498 0.962  0.129
H42 -0.791 -6.546 1.671  0.109
H43 -1.768 -4.015 -1.829  0.128
H44 1.448 -5.922 0.488  0.133
H45 -1.169 7.289 0.173  0.117

=====

The highest total charge belongs to which entry?
C20H45Cr2F6LiN6O16S2